Entry 1:
Density functional theory data (the ωB97M-V functional and the def2-TZVPD basis) for C11H13N4O3PtS as an isolated structure.

```
! wB97M-V def2-TZVPD RIJCOSX def2/J DEFGRID3
* xyz -1 1
Pt -0.36138 0.63999 0.41427
N -2.09563 1.72354 0.26075
C -1.74317 3.15545 0.02943
C -0.24502 3.42202 -0.10098
O 0.12899 4.58236 -0.28655
N 0.50353 2.33329 0.00651
C 1.94651 2.34588 -0.01417
C 2.46209 0.92949 0.18457
O 3.66052 0.71765 0.16856
O 1.56045 -0.00653 0.34996
H -2.66493 1.34949 -0.49019
H -2.61158 1.58057 1.12132
H -2.11999 3.76657 0.84791
H -2.21447 3.50768 -0.88751
H 2.35346 2.96465 0.79030
H 2.34586 2.73970 -0.95113
N 0.73943 -2.62141 -0.14535
C 0.02319 -3.46418 -0.96792
C -0.48421 -2.99036 -2.18399
C -1.25438 -3.80762 -2.99181
C -1.55567 -5.10992 -2.61002
C -1.06075 -5.58184 -1.40169
C -0.27335 -4.77827 -0.59412
H 1.09132 -3.01956 0.70763
H 1.36624 -1.94295 -0.54722
H -0.28395 -1.96356 -2.46634
H -1.64272 -3.41525 -3.92443
H -2.18002 -5.73694 -3.23323
H -1.29014 -6.59116 -1.08042
H 0.10718 -5.15875 0.34733
S -3.45116 -2.88682 0.55849
C -2.30763 -1.74085 0.76940
N -1.49425 -0.92509 0.96548
*
```

## Properties
Energy above the lowest of the compared OMol25 structures with the same formula, charge and spin: 11.1 kcal/mol
Maximum force: 0.7 eV/Å
HOMO: -4.8 eV



Entry 2:
Density functional theory data (the ωB97M-V functional and the def2-TZVPD basis) for C11H13NO2 as an isolated structure.

```
! wB97M-V def2-TZVPD RIJCOSX def2/J DEFGRID3
* xyz 0 1
C 2.50587 -0.04032 -0.40768
C 1.94822 -1.37219 0.00994
C 0.28123 -1.65683 -0.30229
C -0.41816 -0.28173 -0.18528
C -1.73096 -0.31761 -0.00069
C -3.87052 -1.01050 0.11320
C -2.54128 0.73269 -0.10947
C -2.02453 1.94366 -0.05022
C -0.55223 2.05030 -0.08859
C 0.16158 0.97899 -0.21052
C 1.69642 1.01129 0.16408
H 4.00047 -0.31214 0.91704
H 4.05252 1.18823 -0.23327
H 2.47575 -0.06848 -1.43282
H 1.73263 -1.54738 1.12272
H 2.56751 -2.29694 -0.39412
H -0.14702 -1.81368 0.99566
H 0.06799 -2.41590 -1.15750
H -4.31250 -1.63330 -0.77683
H -4.19739 -0.90828 1.14398
H -2.79748 2.74823 0.13964
H -0.13477 3.10861 0.12748
H 1.87944 0.99254 1.35355
H 1.92408 2.02595 -0.30921
N 3.83077 -0.00348 -0.09605
O -2.52897 -1.51226 0.05073
O -3.86867 0.41052 -0.38347
*
```

## Properties
Energy above the lowest of the compared OMol25 structures with the same formula, charge and spin: 159.7 kcal/mol
Maximum force: 7.6 eV/Å
HOMO: -8.6 eV



Entry 3:
Density functional theory data (the ωB97M-V functional and the def2-TZVPD basis) for a 2-piece molecular cluster, C11H13NO2S overall.

```
! wB97M-V def2-TZVPD RIJCOSX def2/J DEFGRID3
* xyz 0 1
C -4.55070 -1.58506 0.14952
C -3.36859 -2.11972 0.60780
C -4.57998 -0.32772 -0.41367
C -2.26264 -1.28736 0.59874
C -3.40303 0.41501 -0.60283
C -2.20566 -0.20811 -0.25362
C 2.56696 -1.00396 -1.48937
C 3.04693 1.44248 -1.70645
C -1.14053 0.83348 -0.38425
C -0.19768 2.74176 0.69867
C 2.08676 -1.44597 1.27716
N 2.69264 0.21363 -1.51692
O -0.53221 1.15623 -1.37369
O -1.10328 1.56306 0.73840
S 2.10807 -2.07515 -0.41247
H -5.42251 -2.16954 0.04326
H -3.37318 -3.03658 1.04892
H -5.49431 0.15552 -0.88078
H -1.36850 -1.58868 1.09363
H -3.33364 1.45450 -1.09698
H 2.32260 2.12158 -1.90730
H 4.08378 1.65114 -1.43765
H -0.00720 2.88405 1.78839
H -0.82594 3.42657 0.18301
H 0.69830 2.51359 0.15702
H 1.35039 -0.58030 1.18396
H 3.15755 -1.17594 1.60184
H 1.73676 -2.29232 1.92468
*
```

## Properties
Energy above the lowest of the compared OMol25 structures with the same formula, charge and spin: 77.3 kcal/mol
Maximum force: 4.4 eV/Å
HOMO: -7.8 eV



Entry 4:
Density functional theory data (the ωB97M-V functional and the def2-TZVPD basis) for C11H13NOS in the gas phase.

```
! wB97M-V def2-TZVPD RIJCOSX def2/J DEFGRID3
* xyz 0 1
C -4.33176 0.28979 -0.17344
C -3.73823 0.47251 -1.41134
C -3.54869 0.06204 0.95352
C -2.40139 0.20435 -1.50272
C -2.23845 -0.32745 0.78587
C -1.53639 -0.14265 -0.38128
C -0.13150 -0.50565 -0.72112
C 0.63423 -1.35066 -0.11740
C 2.89262 0.17542 1.34434
C 3.46439 -1.01967 0.59235
C 2.69264 1.20857 0.27140
N 2.33573 0.15173 -1.55850
O 1.67946 2.09385 0.34200
S 2.37160 -1.24234 -0.92434
H -5.47408 0.34322 -0.15987
H -4.27939 0.64648 -2.33398
H -4.02994 -0.05055 1.92342
H -1.86309 0.12450 -2.42631
H -1.70212 -0.76724 1.64502
H 0.28449 -0.09150 -1.65779
H 0.37321 -1.84417 0.78953
H 1.96289 -0.09589 1.78719
H 3.55493 0.56765 2.07147
H 4.44836 -0.81347 0.30428
H 3.47609 -2.04996 1.19249
H 3.71628 1.61181 -0.09434
H 1.38813 2.34925 -0.54046
*
```

## Properties
Energy above the lowest of the compared OMol25 structures with the same formula, charge and spin: 136.2 kcal/mol
Maximum force: 4.1 eV/Å
HOMO (spin up / spin down): -7.9 / -7.9 eV



Entry 5:
Density functional theory data (the ωB97M-V functional and the def2-TZVPD basis) for C11H13NSe in the gas phase.

```
! wB97M-V def2-TZVPD RIJCOSX def2/J DEFGRID3
* xyz 0 3
C -0.10214 -0.83251 -0.92230
C -0.81777 2.71666 -0.38908
C -1.29136 2.12401 -1.49544
C -0.94093 2.07292 0.92682
C -1.85528 0.77355 -1.36497
C -1.82181 1.06978 1.11185
C -2.47244 0.44911 -0.05039
C 2.41651 -0.26817 1.27563
C 0.63765 -2.94216 0.06767
C 2.15998 -0.80708 -0.14225
C 0.83248 -1.50081 -0.31334
N -0.80452 -0.21319 -1.67928
Se -3.65165 -0.94023 0.04876
H -0.25615 3.63553 -0.25730
H -1.17289 2.56375 -2.50055
H -0.55443 2.58979 1.76468
H -2.65448 0.57887 -2.13696
H -2.26289 0.64023 2.12080
H 3.47964 0.02480 1.32213
H 2.25431 -0.92030 2.05067
H 1.75383 0.66866 1.39816
H 0.83344 -3.55570 -0.74516
H -0.36055 -3.12089 0.39405
H 1.27919 -3.26782 0.88089
H 2.31331 0.02932 -0.97541
H 3.05893 -1.56811 -0.38969
*
```

## Properties
Energy above the lowest of the compared OMol25 structures with the same formula, charge and spin: 0.0 kcal/mol
Maximum force: 4.8 eV/Å
HOMO (spin up / spin down): -6.9 / -7.9 eV